Here is 2 unconnected molecules or ions with the total composition C7H14 from OMol25. Energies are from the ωB97M-V functional and the def2-TZVPD basis.

The geometry in XYZ format:
```
21
Properties=species:S:1:pos:R:3:forces:R:3
C 2.397 -0.175 0.270 0.2192 0.0718 0.2081
C 1.340 -0.892 -0.511 1.3954 -2.3519 0.3037
C -0.424 0.798 -0.777 -2.1940 1.3830 -0.3852
C -0.079 1.807 0.275 -0.2563 0.2263 0.1925
C -2.338 -0.265 0.500 -0.0554 0.0940 0.1748
C 0.382 -1.675 -0.035 2.4905 -1.6510 0.5426
C -1.364 -0.132 -0.636 -1.6270 2.0278 -1.0002
H -1.649 -0.701 -1.517 0.2292 -0.0985 0.0231
H 2.101 0.139 1.274 -0.1388 -0.0703 -0.1207
H 3.221 -0.885 0.395 0.0330 0.0499 0.0521
H -1.977 0.113 1.460 0.0965 -0.0829 -0.1194
H 0.203 -1.804 1.022 -0.0971 0.3257 0.2442
H -0.085 1.385 1.285 0.0544 0.0178 -0.1280
H -0.050 1.007 -1.778 0.3698 -0.4582 0.1815
H 1.546 -0.956 -1.576 -0.1737 0.1988 -0.0718
H -3.204 0.356 0.229 0.0675 -0.0837 0.1423
H 0.860 2.356 0.131 -0.1571 -0.3485 -0.1187
H 2.843 0.679 -0.247 -0.2952 0.0501 -0.0362
H -0.095 -2.426 -0.653 -0.3728 0.4339 -0.2468
H -0.886 2.544 0.237 0.0878 0.2381 0.2532
H -2.742 -1.273 0.651 0.3240 0.0280 -0.0912
```
Positions in Å, forces in eV/Å.

As for the multiplicity: 1. Its relative energy (zero: lowest compared OMol25 entry of this formula, charge and spin) is 79.72 kcal per mole. Its strongest force on any atom is 3.04 eV/A.

=====

Here is 4 unconnected molecules or ions with the total composition C28H48BF10N4O11S from OMol25. Energies are from the ωB97M-V functional and the def2-TZVPD basis.

The geometry in XYZ format:
```
103
Properties=species:S:1:pos:R:3:forces:R:3
S -8.897 0.726 1.833 0.0196 1.5053 1.4934
F 5.969 0.074 1.065 -0.0026 -0.3903 -0.1369
F 2.045 -0.267 -4.159 -0.0588 0.3489 -0.0197
F 4.726 -1.414 2.053 0.6914 -0.2864 -0.0549
F 5.200 -7.897 6.134 -0.1374 0.2398 -0.2151
F 4.494 -8.213 4.111 0.0118 0.2952 0.1229
F 6.653 -0.854 2.876 -0.0501 -0.2502 -0.2024
F 6.292 -7.049 4.469 -0.2942 0.0501 0.0711
F 1.284 1.281 -2.840 0.0193 0.1060 -0.1508
F -2.041 4.485 -4.769 -0.3210 0.4612 -0.3728
F 3.418 0.948 -3.027 -0.2374 0.2445 -0.1839
O 1.317 1.779 -5.695 -0.0555 -0.1176 0.3918
O 3.486 -5.787 5.951 0.1364 -0.2508 0.0723
O -8.972 -0.843 1.516 0.6978 0.4460 -0.1701
O -7.787 1.044 2.678 1.6029 -0.9454 -0.5090
O 6.951 -3.219 1.705 -0.2948 0.2751 0.1217
O 0.112 -1.841 0.228 -1.3008 -2.0735 -1.6846
O -1.059 4.111 -0.483 -0.7611 -0.7666 -0.6701
O 3.123 2.883 -4.930 0.0999 -0.1628 0.3013
O 4.350 -5.328 3.925 0.0719 -0.3157 -0.0348
O -10.118 1.094 2.426 -1.9393 0.1143 -0.3812
O 6.805 -2.164 -0.279 -0.1568 0.3340 0.0702
N -4.978 0.313 -0.280 -0.5001 0.8121 -1.9030
N -3.046 1.289 -1.409 -0.6981 0.7910 1.1518
N -2.906 0.262 0.621 0.1262 -0.3139 -0.1751
N 1.805 -0.907 1.396 0.3296 0.5651 0.1151
C -7.303 -0.151 -0.946 0.4124 -0.1327 -1.2755
C 6.648 -2.208 0.904 0.2842 -0.7332 -0.1741
C -6.000 0.599 -1.306 -1.0444 0.2946 1.5678
C 1.764 -0.559 2.819 -0.2899 -0.2479 -0.0665
C 7.527 -4.385 1.079 0.3764 -0.5973 -0.1834
C -2.658 2.681 -3.411 -0.7951 0.4885 0.2800
C -1.760 1.640 -0.764 1.9557 0.7832 0.4181
C -1.589 4.418 2.311 -0.7323 -0.9028 -0.0755
C 2.321 2.003 -4.854 -0.2452 0.3993 -0.6076
C -3.729 0.669 -0.415 0.6883 -0.8573 1.7097
C -2.141 4.119 -3.446 1.0805 -1.0892 -0.0809
C 2.694 0.056 0.724 -0.1046 0.9250 0.1843
C 4.245 -2.989 4.582 0.2861 -0.2416 0.3030
C -2.212 3.201 1.585 0.7964 -0.2213 -0.1429
C -1.545 0.422 0.104 0.2049 -0.2726 -1.3617
C 1.197 2.698 -6.802 -0.0612 0.3128 -0.6146
C -3.628 2.356 -2.236 0.3303 -0.4569 -1.6352
C 6.003 -1.086 1.728 -0.0813 0.7299 0.6735
C -0.349 0.350 1.025 -0.5364 0.1604 0.4288
C 2.128 2.311 -7.930 0.2225 -0.2228 0.1498
C -8.534 0.740 -0.968 -0.3867 0.0120 0.8577
C 9.015 -4.208 0.869 0.0467 0.3615 0.0363
C 2.277 0.976 -3.714 0.2883 -0.7911 0.4597
C 4.201 -6.051 5.031 -0.3213 0.5629 -0.1944
C -8.698 1.616 0.288 -0.3654 -0.6442 -1.3757
C 3.569 -4.123 3.843 -0.2298 0.6018 -0.1247
C 0.491 -0.905 0.810 1.4448 1.5408 1.5656
C 5.062 -7.320 4.941 0.5067 -0.6646 0.0756
B -1.682 3.011 0.094 -0.5340 0.7091 0.4743
H 2.768 -0.580 3.220 0.1839 -0.1345 0.0096
H -7.902 2.351 0.340 0.2873 -0.1764 0.6706
H 1.974 2.962 -8.790 -0.0367 0.0174 0.0254
H 9.222 -3.393 0.176 -0.0406 -0.0708 -0.0817
H -1.852 1.960 -3.456 0.2292 -0.0460 0.1503
H -1.421 -0.385 -0.627 -0.0371 -0.2866 0.2718
H 3.747 -0.161 0.882 -0.5740 -0.1636 -0.2134
H -1.767 4.749 -0.666 0.5775 0.5528 0.3089
H 2.516 0.174 -0.344 -0.1471 -0.3570 -0.0620
H -1.866 2.319 2.138 -0.2761 -0.1464 0.0519
H 3.690 -2.064 4.448 -0.0204 -0.0033 -0.0036
H -3.305 3.194 1.654 -0.0633 0.0209 -0.0145
H -0.709 0.336 2.055 0.2172 -0.0086 0.1587
H -9.618 2.179 0.164 -0.1984 0.0204 0.2734
H 1.382 0.453 3.020 -0.0695 0.0040 -0.0605
H -7.450 -0.910 -1.711 -0.0105 -0.2517 0.0656
H -1.839 5.326 1.777 0.2475 0.3176 0.1815
H -3.128 0.638 1.534 -0.0667 -0.1019 0.0257
H -1.984 4.435 3.323 -0.1095 0.3540 0.0954
H 0.162 2.637 -7.131 -0.0386 -0.1847 0.1949
H -9.434 0.136 -1.056 0.0043 -0.2289 -0.0464
H 4.316 -3.197 5.650 -0.1300 -0.0179 -0.0043
H 2.559 -4.298 4.212 0.0864 -0.1818 0.1379
H 3.171 2.385 -7.623 -0.0175 0.1156 -0.0019
H -2.743 4.829 -2.884 -0.2584 0.1303 -0.1749
H -3.933 3.250 -1.684 0.3202 -0.0682 0.3753
H -7.195 -0.692 -0.010 -0.0733 0.0870 0.0914
H 1.155 -1.297 3.339 0.0129 0.0547 0.1775
H 7.013 -4.607 0.145 -0.0664 0.2416 -0.0157
H 0.320 1.206 0.940 -0.1095 0.2264 -0.0362
H 1.373 3.719 -6.468 0.1297 -0.0868 0.1814
H 5.261 -2.848 4.214 -0.0471 0.0468 -0.0818
H -5.643 0.370 -2.301 0.1500 -0.2421 -0.0164
H -0.922 1.746 -1.456 -0.3121 -0.3175 -0.5588
H 9.454 -5.122 0.471 -0.0456 -0.0214 0.0115
H -5.243 -0.184 0.556 0.1010 -0.1306 -0.0380
H -3.197 2.542 -4.345 -0.1728 0.0433 -0.0626
H -6.231 1.662 -1.230 0.1468 0.1402 -0.3168
H 9.507 -3.964 1.812 -0.0164 -0.1244 0.0292
H 3.492 -3.886 2.783 0.1437 -0.1918 -0.0431
H 2.536 1.045 1.188 0.0662 0.1285 -0.2555
H -1.116 4.123 -3.086 0.0424 0.3119 0.4227
H -0.519 4.267 2.410 0.1849 0.3072 -0.2549
H 7.339 -5.214 1.759 -0.1300 0.1873 0.1750
H -8.557 1.406 -1.828 0.2316 -0.0001 -0.1524
H -4.517 1.998 -2.733 -0.2329 -0.1807 0.2745
H -8.447 -1.258 2.224 -0.1554 -0.1503 -0.1295
H 1.953 1.279 -8.233 -0.1019 0.0445 -0.0541
```
Positions in Å, forces in eV/Å.

The total energy is -3563.88409 Eh. As for the multiplicity: 1. As for the charge: +1. Its strongest force on any atom is 2.97 eV/A.

=====

Here is 7 unconnected molecules or ions with the total composition C2H19NO6S from OMol25. Energies are from the ωB97M-V functional and the def2-TZVPD basis.

The geometry in XYZ format:
```
29
Properties=species:S:1:pos:R:3:forces:R:3
S -0.442 -1.976 -1.768 1.0321 0.9672 -0.5720
O 3.446 0.092 -1.998 -1.4481 0.2230 -1.3027
O 0.603 3.851 0.387 0.0746 0.3794 0.8133
O 3.774 -0.184 1.151 -0.1069 -0.2103 -2.3964
O -1.208 -2.291 2.700 0.8227 -0.7581 0.9411
O -1.911 2.187 1.539 0.8513 1.5564 -0.1218
O 0.992 1.946 -1.579 0.4738 0.8488 0.7547
N -2.779 -0.508 1.187 0.8356 0.0594 -0.9833
C -0.732 -1.116 -0.205 -1.6159 -0.9719 0.4515
C -2.300 -1.022 -0.125 0.1038 0.4270 0.4347
H -2.710 -2.005 -0.389 0.0331 -0.0244 0.2855
H -3.587 -1.006 1.514 -0.0988 -0.2193 0.1936
H -2.685 -0.354 -0.925 0.5589 -0.2949 0.2584
H -1.970 1.656 0.745 -0.4687 -0.5697 0.4211
H -0.259 -1.736 0.578 -0.5765 0.3122 -0.2959
H -0.283 -0.152 -0.081 0.4146 0.5920 -0.5325
H 3.132 0.876 -2.495 0.7637 0.0636 0.5944
H -2.010 -0.623 1.836 -0.4738 -0.1910 0.3023
H 3.369 -0.808 0.517 -0.6248 -0.8774 1.2856
H 0.108 -0.886 -2.367 -0.2278 -0.5115 -0.0501
H 1.872 2.177 -1.236 0.1561 -0.7301 -0.3900
H 4.072 0.264 0.330 0.6827 1.1029 1.0103
H 1.107 4.182 1.143 0.5125 0.1172 -0.4453
H 0.581 2.640 -1.022 -0.5513 -0.3525 -0.4664
H -0.566 -2.795 3.252 -0.6687 0.5318 -0.5640
H -2.214 1.699 2.303 -0.2165 -0.5154 -0.3432
H 2.741 -0.482 -2.370 0.7117 -0.3366 0.7701
H -1.186 -2.721 1.840 -0.0744 -0.1444 0.0655
H -0.166 3.556 0.880 -0.8750 -0.4735 -0.1184
```
Positions in Å, forces in eV/Å.

As for the multiplicity: 1. Its relative energy (zero: lowest compared OMol25 entry of this formula, charge and spin) is 0.00 kcal per mole. Its strongest force on any atom is 2.41 eV/A.